Formula: C3H7N2S
Source: OMol25
Level of theory: ωB97M-V/def2-TZVPD

Results
* HOMO energy: -14.365 eV
* LUMO level: -5.47 eV
* relative energy (zero: lowest compared OMol25 entry of this formula, charge and spin): 2.697 eV
* F_max: 3.57 eV/A
* orbital gap: 8.89 eV

Structure (ORCA input):
```
! RIJCOSX wB97M-V def2-TZVPD def2/J DEFGRID3
* xyz 1 1
C 0.82 0.58 -0.92
C 0.74 -0.88 -0.76
C -0.52 1.07 0.92
N 0.08 1.35 -0.26
N 0.27 -1.32 0.49
S -2.21 1.30 1.22
H 1.30 1.03 -1.80
H 0.15 -1.12 -1.63
H 1.62 -1.45 -0.88
H -0.04 1.09 1.82
H -0.69 -1.54 0.57
H 0.93 -1.04 1.26
H -2.45 0.91 -0.02
*
```

Atomic partial charges in e from the Löwdin method, atoms 1 to 2: -0.0531, -0.2335


Formula: C4H6NiO2
Source: OMol25
Level of theory: ωB97M-V/def2-TZVPD

Results
* HOMO energy (alpha / beta): -19.466 / -19.341 eV
* LUMO level (alpha / beta): -10.68 / -12.08 eV
* relative energy (zero: lowest compared OMol25 entry of this formula, charge and spin): 2.305 eV
* F_max: 3.63 eV/A
* orbital gap (alpha / beta): 8.78 / 7.26 eV

Structure (ORCA input):
```
! RIJCOSX wB97M-V def2-TZVPD def2/J DEFGRID3
* xyz 2 3
H 0.08 -0.92 1.33
O -1.12 0.88 2.32
C -0.98 0.24 1.21
C 0.36 0.18 0.68
C 1.00 -0.36 -0.58
C 0.17 -0.78 -1.74
O -1.01 -0.49 -1.89
Ni -1.91 0.80 -0.78
H -1.58 1.72 2.21
H 0.97 0.99 1.09
H 1.61 -1.24 -0.33
H 1.74 0.34 -0.99
H 0.67 -1.37 -2.53
*
```

Atomic partial charges in e from the Löwdin method, atoms 1 to 2: 0.2970, 0.1620


Formula: C27H34N4O4S
Source: OMol25
Level of theory: ωB97M-V/def2-TZVPD

Results
* HOMO energy: -7.515 eV
* SMILES: [H]/N=C(\N)NCCCCc1cc2c(cc1S)C(=O)C(CCCCn1cccc1)=C(CCOC(C)=O)C2=O
* LUMO level: -2.11 eV
* relative energy (zero: lowest compared OMol25 entry of this formula, charge and spin): 27.338 eV
* F_max: 8.73 eV/A
* orbital gap: 5.40 eV

Structure (ORCA input):
```
! RIJCOSX wB97M-V def2-TZVPD def2/J DEFGRID3
* xyz 0 1
C 2.52 -4.03 1.43
C 1.17 -4.97 1.15
O 0.74 -5.74 2.18
O 0.49 -4.95 -0.15
C -0.99 -4.76 0.03
C -1.48 -3.68 -1.11
C -2.02 -2.25 -0.50
C -3.38 -1.71 -0.90
C -4.42 -2.48 -1.91
C -3.99 -2.49 -3.49
C -2.66 -1.61 -3.86
C -2.87 0.02 -3.83
N -1.48 0.65 -3.73
C -0.19 0.29 -4.44
C 1.15 1.21 -4.06
C 0.53 2.27 -2.97
C -1.06 1.83 -2.82
C -3.93 -0.25 -0.28
O -5.19 0.21 -0.50
C -2.95 0.69 0.66
C -3.30 2.20 1.20
C -2.23 3.06 2.15
S -2.72 4.81 2.68
C -0.77 2.43 2.62
C 0.33 3.27 3.57
C 1.80 2.65 3.22
C 3.08 3.57 3.69
C 4.44 2.72 3.24
N 5.00 3.20 1.89
C 5.43 2.01 1.03
N 6.51 1.20 1.39
N 4.76 1.64 -0.30
C -0.44 0.90 2.06
C -1.49 0.06 1.08
C -1.05 -1.44 0.54
O 0.14 -1.90 1.00
H 2.78 -3.32 0.52
H 2.25 -3.34 2.37
H 3.46 -4.65 1.75
H -1.49 -5.80 -0.25
H -1.27 -4.43 1.12
H -2.22 -4.20 -1.86
H -0.51 -3.41 -1.76
H -4.46 -3.61 -1.54
H -5.53 -2.08 -1.75
H -4.93 -2.07 -4.09
H -3.83 -3.63 -3.79
H -1.70 -1.86 -3.24
H -2.39 -1.88 -4.99
H -3.55 0.42 -2.96
H -3.30 0.35 -4.90
H -0.02 -0.55 -5.24
H 2.25 1.13 -4.45
H 1.14 3.11 -2.42
H -1.78 2.39 -2.08
H -4.32 2.72 0.90
H -2.95 4.80 4.07
H 0.06 3.15 4.72
H 0.21 4.42 3.34
H 1.88 1.55 3.69
H 1.89 2.52 2.04
H 3.12 4.60 3.12
H 3.12 3.66 4.86
H 5.25 2.68 4.09
H 4.09 1.60 3.05
H 5.90 3.68 2.15
H 6.62 0.46 0.62
H 4.42 0.64 -0.27
H 5.51 1.62 -1.06
H 0.56 0.31 2.32
*
```

Atomic partial charges in e from the Löwdin method, atoms 1 to 2: -0.0334, -0.2782


Question: What is the relative energy (zero: lowest compared OMol25 entry of this formula, charge and spin) in the first record?
Answer: 2.697 eV